{"formula": "C10H14N2O2S", "method": "ωB97M-V with the def2-TZVPD basis set", "symbols": ["C", "C", "C", "C", "C", "C", "C", "C", "C", "C", "N", "N", "O", "O", "S", "H", "H", "H", "H", "H", "H", "H", "H", "H", "H", "H", "H", "H", "H"], "positions_angstrom": [[-2.51, -1.30, 1.47], [0.67, 1.20, -0.40], [-1.66, -0.26, 1.22], [-0.66, 0.78, -0.99], [-0.63, -0.35, 0.19], [2.11, 0.54, 2.40], [1.87, -0.34, 1.28], [1.36, -1.64, 1.78], [-1.99, -0.27, -2.87], [-0.63, 0.48, -2.48], [-3.24, -2.17, 1.60], [0.82, 0.18, 0.37], [1.30, 2.19, -0.57], [-0.71, 1.69, -3.19], [2.66, 2.10, 2.26], [-1.46, 0.29, 2.17], [-1.36, 1.56, -0.76], [-0.60, -1.42, -0.11], [2.04, 0.25, 3.47], [2.78, -0.59, 0.75], [1.16, -2.44, 1.05], [0.46, -1.51, 2.54], [2.17, -2.01, 2.36], [-2.65, -0.43, -2.00], [-1.84, -1.26, -3.31], [-2.33, 0.49, -3.62], [0.22, -0.26, -2.65], [-0.02, 2.27, -2.90], [2.69, 2.23, 0.91]], "mulliken_charge": [0.339, 0.312, -0.738, -0.428, -0.027, -0.517, 0.557, -1.644, -1.146, 0.498, -0.435, 0.202, -0.752, -0.536, -0.206, 0.351, 0.397, 0.457, 0.267, 0.184, 0.374, 0.266, 0.552, 0.260, 0.244, 0.382, 0.300, 0.327, 0.158], "gap_ev": [9.5169, 5.3125], "homo_ev": [-9.43, -7.21]}